This record from OMol25 describes C29H44HgNOSi2 as an isolated structure at a distorted geometry. The level of theory is ωB97M-V/def2-TZVPD.

```
78
Properties=species:S:1:pos:R:3:forces:R:3
C -2.5173 -2.3961 0.9267 0.58 -0.06 -0.09
C -1.7977 -3.2013 0.0361 0.13 0.00 0.62
C -0.4131 -3.1860 0.4057 -0.52 -0.13 0.68
H -2.2165 -3.7926 -0.7781 0.11 0.37 0.16
C -0.2573 -2.3918 1.5469 -0.36 -0.18 -0.41
C -1.5525 -1.8006 1.8626 0.11 -0.51 -0.48
H 0.6475 -2.2799 2.1527 -0.32 0.16 -0.43
C -2.3644 0.7680 -2.4133 0.26 -0.62 0.30
C -2.3679 -0.5528 -2.9482 0.33 0.42 0.11
C -1.0385 -0.8810 -3.3074 0.05 0.84 -0.09
H -3.2418 -1.1843 -3.0957 0.18 0.11 0.15
C -0.2123 0.2478 -3.0306 -0.83 -0.32 -0.03
C -1.0215 1.2406 -2.4256 0.03 -0.51 -0.25
H 0.3719 -3.7520 -0.0901 -0.12 0.27 0.06
H -1.8134 -1.3519 2.8251 0.05 -0.30 -0.24
H -3.6032 -2.2743 0.9865 0.48 0.08 -0.17
H -0.6548 2.2038 -2.0836 -0.20 0.08 -0.09
H -0.6980 -1.8175 -3.7413 -0.14 0.14 0.05
H -3.2312 1.3302 -2.0836 0.09 -0.10 0.00
Hg -1.3144 0.1057 0.6425 -0.33 0.11 -0.01
C 1.1928 0.4887 -3.5205 -0.14 -0.03 0.50
C 1.1922 1.6997 -4.4770 0.23 0.04 -0.08
C 1.7399 -0.7314 -4.2607 0.14 0.05 0.08
H 0.4962 1.5452 -5.3107 0.04 -0.07 0.26
H 2.1919 1.8561 -4.9053 0.02 0.02 0.02
H 0.9033 2.6221 -3.9577 -0.04 -0.24 -0.07
H 1.1082 -0.9728 -5.1217 0.05 -0.01 0.18
H 1.7825 -1.5982 -3.5911 -0.05 0.04 -0.14
H 2.7507 -0.5222 -4.6308 0.02 -0.05 0.02
C 2.1450 0.8474 -2.3422 0.18 0.41 -0.46
C 2.3244 -0.1800 -1.2431 -2.13 -0.13 0.58
H 1.7894 1.7780 -1.8671 -0.04 -0.33 -0.08
H 3.1283 1.0811 -2.7872 -0.11 0.00 0.17
O 1.3756 -0.6856 -0.6196 1.81 0.58 -0.64
N 3.6233 -0.4457 -0.9632 1.29 -0.14 0.41
C 4.0772 -1.2357 0.1869 -0.22 0.53 -0.28
H 4.3183 0.1814 -1.3536 -0.43 -0.29 -0.04
C 3.7273 -2.6925 0.0701 0.17 -0.39 0.23
C 3.3109 -3.3783 1.2142 0.02 -0.13 -0.44
H 3.2687 -2.8309 2.1586 -0.23 -0.23 -0.24
C 2.9849 -4.7313 1.1350 0.18 -0.05 -0.04
H 2.6307 -5.2460 2.0276 0.06 0.06 -0.24
C 3.1227 -5.4234 -0.0748 0.00 0.40 0.05
H 2.8675 -6.4823 -0.1334 0.05 0.31 0.01
C 3.5912 -4.7443 -1.2043 0.10 0.27 0.15
H 3.7204 -5.2738 -2.1486 -0.04 0.10 0.24
C 3.9087 -3.3801 -1.1320 -0.14 -0.40 0.22
H 4.3256 -2.8552 -1.9970 -0.35 -0.17 0.23
H 3.6628 -0.8071 1.1092 -0.01 -0.21 -0.10
H 5.1710 -1.1264 0.2376 -0.26 0.04 -0.05
C -3.8637 3.9336 2.5040 -0.39 0.23 0.12
Si -3.4786 2.2321 1.7920 0.84 -0.51 -0.56
C -3.9129 0.8822 3.0485 -0.07 0.04 0.26
C -4.6198 1.8446 0.3373 -0.16 0.29 0.06
C -1.6749 2.1867 1.2176 0.28 -0.01 -0.02
Si -0.2420 2.5461 2.3946 -0.57 -0.44 -0.72
C -0.5539 1.7024 4.0583 0.05 0.25 0.34
C 1.4191 1.8093 1.8690 0.21 0.08 -0.05
C 0.0419 4.4071 2.4981 0.16 0.21 0.37
H -4.9422 3.9970 2.7188 0.21 0.08 0.01
H -3.6242 4.7357 1.7874 -0.01 -0.28 0.17
H -3.3278 4.1483 3.4424 -0.08 -0.14 -0.28
H -4.9304 1.0789 3.4228 0.20 -0.05 -0.04
H -3.9320 -0.1176 2.5858 0.08 0.34 0.04
H -3.2423 0.8397 3.9172 -0.18 -0.01 -0.21
H -4.4666 2.5443 -0.4950 -0.05 -0.17 0.12
H -4.4803 0.8234 -0.0476 0.11 0.29 0.14
H -5.6647 1.9341 0.6676 0.10 0.01 -0.08
H -1.5682 2.7412 0.2666 -0.07 -0.05 0.38
H -0.5104 0.6060 3.9608 -0.06 0.30 -0.11
H 0.2430 1.9906 4.7613 -0.16 -0.07 -0.10
H -1.5141 1.9631 4.5224 0.22 -0.01 -0.09
H 1.7727 2.2082 0.9090 -0.08 -0.05 0.11
H 2.1716 2.0633 2.6326 -0.11 -0.01 -0.14
H 1.4033 0.7149 1.7792 -0.11 0.17 -0.01
H 0.3663 4.8150 1.5282 -0.13 -0.22 0.20
H -0.8488 4.9653 2.8148 0.13 -0.15 -0.07
H 0.8445 4.6143 3.2213 -0.12 0.07 -0.11
```
Forces are in eV/Å.

Computed properties:
multiplicity	1
net charge	-1
DFT total energy	-1993.87976	a.u.
HOMO energy	-3.0	eV

This record from OMol25 describes C38H65BLiN11O3 as an isolated structure. The level of theory is ωB97M-V/def2-TZVPD.

```
119
Properties=species:S:1:pos:R:3:forces:R:3
Li 0.2184 0.3671 -0.8833 -0.21 0.05 -0.76
C -0.7620 -4.9500 -1.0005 0.03 -0.02 -0.05
C 0.4098 -3.9793 -1.1308 0.00 -0.03 0.03
C 0.4515 -3.3260 -2.5112 -0.02 0.01 0.03
C 0.5040 -2.9977 0.0139 0.02 -0.01 -0.08
C 0.6752 -3.3085 1.3731 0.00 0.03 0.01
C 1.0380 -2.1172 1.9694 0.06 0.03 0.00
C 1.3378 -1.8719 3.4162 -0.03 -0.02 0.04
C 2.5165 -2.7233 3.8901 -0.03 0.00 0.00
C 0.0868 -2.1457 4.2566 0.02 0.02 0.01
N 1.0706 -1.1640 1.0066 -0.09 0.07 0.03
N 0.6900 -1.7034 -0.1864 -0.04 0.04 -0.03
B 1.9613 0.1459 0.9991 0.08 0.03 -0.11
N 1.1873 1.5035 1.0857 0.03 -0.09 0.11
N 0.8379 2.1231 -0.0809 -0.09 0.07 0.27
C 0.6242 3.3954 0.2061 0.13 -0.02 -0.11
C 0.8143 3.6208 1.5784 -0.08 0.03 0.05
C 1.1712 2.3987 2.1066 0.08 0.02 -0.07
C 1.5054 2.0604 3.5263 0.03 -0.02 0.08
C 2.0207 3.2861 4.2784 0.00 -0.04 0.01
C 0.2957 1.4577 4.2461 0.00 -0.01 -0.03
C 0.4027 4.4302 -0.8650 -0.02 0.03 0.00
C 0.6634 3.8731 -2.2603 0.01 0.02 0.03
C -0.9705 5.0957 -0.7731 0.01 -0.02 -0.04
N 2.7775 0.1649 -0.3332 -0.09 -0.09 0.05
N 2.1057 0.1463 -1.5196 0.27 0.01 0.05
C 3.0062 0.1697 -2.4809 0.00 0.05 -0.01
C 4.2991 0.2210 -1.9300 -0.01 0.00 0.00
C 4.1113 0.2230 -0.5628 0.00 0.02 0.05
C 5.1901 0.3211 0.4807 0.00 0.00 0.02
C 5.0781 1.6003 1.3169 0.04 -0.03 -0.05
C 5.3032 -0.9286 1.3564 0.01 0.02 -0.03
C 2.5960 0.1462 -3.9234 0.00 0.02 -0.03
C 3.1681 -1.0803 -4.6359 -0.02 0.01 0.02
C 3.0210 1.4276 -4.6417 -0.02 -0.01 0.02
H -0.6996 -5.7347 -1.7572 0.00 -0.01 0.00
H -1.7062 -4.4227 -1.1474 -0.02 0.02 0.02
H -0.7884 -5.4244 -0.0190 0.00 0.00 0.03
H 1.3219 -4.5809 -1.0419 -0.01 0.01 0.01
H -0.5392 -3.0013 -2.8358 -0.02 0.04 -0.01
H 0.8129 -4.0369 -3.2555 -0.02 -0.03 -0.02
H 1.1039 -2.4542 -2.5083 0.04 0.01 0.00
H 0.5846 -4.2680 1.8545 0.02 -0.04 0.01
H 1.6027 -0.8235 3.5355 0.00 0.06 -0.04
H 2.2634 -3.7844 3.8422 0.01 -0.02 0.00
H 2.7687 -2.4834 4.9242 -0.01 -0.01 0.02
H 3.4011 -2.5638 3.2740 0.02 0.02 -0.01
H -0.1326 -3.2160 4.2680 -0.02 -0.02 -0.01
H -0.7865 -1.6253 3.8626 -0.02 0.02 0.00
H 0.2455 -1.8242 5.2877 0.01 -0.02 0.02
H 2.6980 0.0724 1.9290 -0.02 -0.02 0.02
H 0.7306 4.5561 2.1052 0.01 0.02 0.01
H 2.3074 1.3167 3.5133 -0.02 -0.01 -0.02
H 1.2277 4.0267 4.3975 -0.01 0.02 -0.01
H 2.8535 3.7585 3.7570 0.03 0.00 -0.01
H 2.3559 2.9992 5.2764 -0.01 0.00 0.01
H -0.4793 2.2162 4.3708 -0.02 0.02 0.00
H 0.5845 1.0945 5.2344 -0.01 -0.01 0.04
H -0.1516 0.6417 3.6809 0.00 0.02 0.01
H 1.1526 5.2073 -0.6741 -0.02 -0.01 0.00
H -0.0750 3.1148 -2.5173 -0.01 -0.03 -0.01
H 1.6452 3.4032 -2.3108 0.03 0.00 0.00
H 0.6149 4.6735 -3.0011 -0.01 0.01 -0.01
H -1.7630 4.3691 -0.9551 0.01 0.01 -0.01
H -1.0559 5.8877 -1.5201 -0.01 0.03 0.00
H -1.1347 5.5368 0.2106 -0.01 -0.01 0.04
H 5.2451 0.2581 -2.4443 0.02 0.00 -0.01
H 6.1171 0.3933 -0.0972 -0.02 0.00 0.02
H 4.1556 1.6184 1.8939 -0.04 0.01 0.04
H 5.0884 2.4829 0.6766 -0.01 0.01 -0.01
H 5.9161 1.6706 2.0129 0.02 0.00 0.01
H 4.4317 -1.0376 1.9973 -0.03 -0.01 0.03
H 6.1861 -0.8618 1.9946 0.02 0.00 0.01
H 5.3887 -1.8270 0.7441 0.00 -0.01 -0.01
H 1.5024 0.0852 -3.9360 0.01 -0.01 0.01
H 4.2591 -1.0417 -4.6379 0.02 -0.01 -0.01
H 2.8303 -1.1214 -5.6730 0.00 0.00 -0.02
H 2.8698 -2.0032 -4.1377 -0.01 -0.01 0.01
H 4.1074 1.5330 -4.6181 0.02 0.01 -0.01
H 2.5886 2.3067 -4.1650 -0.01 0.02 0.01
H 2.7056 1.4109 -5.6866 0.00 0.00 -0.02
O -4.1620 0.7870 2.5507 -0.35 0.30 -0.03
N -3.1680 0.0597 2.7318 -0.05 0.12 -0.27
O -3.2886 -1.0127 3.3457 -0.06 -0.45 0.34
O -2.0702 0.3793 2.2480 0.39 0.04 0.06
N -5.3179 3.6132 -1.1516 -0.08 -0.03 -0.03
C -4.1479 2.9146 -1.3418 0.02 0.04 0.01
C -3.6763 2.6187 -2.6253 0.01 -0.04 0.01
C -2.5203 1.8726 -2.7546 0.03 0.01 -0.06
N -1.8036 1.4110 -1.7292 0.18 -0.15 0.21
C -2.2620 1.7091 -0.5051 -0.13 -0.08 -0.07
C -3.4117 2.4312 -0.2620 -0.02 0.04 0.01
H -5.6534 4.1802 -1.9121 0.03 0.00 0.05
H -5.4784 3.9931 -0.2338 0.01 0.01 -0.02
H -4.2033 2.9662 -3.5049 0.01 0.01 -0.02
H -2.1450 1.6371 -3.7460 0.01 0.01 -0.01
H -1.7196 1.3280 0.3476 0.05 -0.01 0.09
H -3.7270 2.5801 0.7625 0.00 -0.02 0.05
C -4.0389 -3.4400 0.2111 0.05 -0.02 0.03
C -2.9910 -2.3437 0.5210 0.05 0.03 0.11
N -3.1781 -1.2182 -0.3811 -0.04 0.02 -0.14
C -2.8963 -1.6190 -1.7448 -0.01 0.03 0.00
C -3.8370 -2.7727 -2.1715 0.00 -0.03 0.10
N -4.7853 -3.0073 -1.0258 -0.04 -0.06 -0.02
C -5.5556 -1.7541 -0.7196 -0.05 0.02 0.01
C -4.5250 -0.6803 -0.2925 -0.03 0.05 0.08
H -4.7822 -3.5425 1.0011 0.00 0.00 -0.01
H -3.6011 -4.4161 0.0031 0.00 0.01 -0.02
H -1.9789 -2.7237 0.3892 -0.01 -0.02 0.01
H -3.0817 -2.0136 1.5573 -0.01 -0.05 -0.06
H -1.8560 -1.9303 -1.8031 0.02 -0.03 -0.01
H -3.0267 -0.7572 -2.3969 0.00 -0.03 -0.02
H -3.3119 -3.7113 -2.3464 -0.02 0.01 0.00
H -4.4404 -2.5375 -3.0474 -0.03 0.01 0.02
H -5.4410 -3.7385 -1.2900 0.04 0.02 0.04
H -6.2609 -2.0026 0.0725 0.00 0.01 -0.01
H -6.1087 -1.4893 -1.6207 0.01 0.00 0.00
H -4.7116 -0.3334 0.7252 0.00 -0.02 -0.02
H -4.5980 0.1833 -0.9519 -0.01 0.00 0.00
```
Forces are in eV/Å.

Computed properties:
multiplicity	1
net charge	0
DFT total energy	-2347.43000	a.u.
HOMO energy	-7.8	eV